Below is a 2-piece molecular cluster, C3H12N2OS overall in a non-equilibrium geometry, with properties calculated with ωB97M-V/def2-TZVPD.

The calculation puts the calculated total energy at -19167.175 eV. The calculation puts the maximum force at 4.0 eV/Å. Its SMILES is NC[C@@H](N)CS.O. The energy above the lowest of the compared OMol25 structures with the same formula, charge and spin is 151.1 kJ/mol. The highest occupied orbital energy is -0.3239 Eh.

Geometry as ORCA input:
```
! RIJCOSX wB97M-V def2-TZVPD def2/J DEFGRID3
* xyz 0 1
N 1.332 1.399 2.461
C 0.959 0.073 2.051
C 0.203 0.050 0.803
N 1.086 0.184 -0.420
C -0.472 -1.315 0.885
S -2.057 -1.184 -0.097
H 1.774 1.257 3.340
H 2.005 2.009 1.945
H 1.916 -0.622 2.041
H 0.186 -0.162 2.865
H -0.593 0.904 0.910
H 0.490 0.090 -1.254
H 1.469 1.121 -0.530
H 0.107 -2.143 0.383
H -0.892 -1.586 1.871
H -2.841 -1.646 0.886
O 0.767 1.483 -4.747
H 0.926 2.226 -4.107
H 1.162 1.696 -5.541
*
```

The molecule's natural (NBO) atomic charges, reported in e, are given here: N -0.8538; C -0.2153; C -0.1062; N -0.8412; C -0.4913; S -0.0913; H 0.3517; H 0.3575; H 0.1808; H 0.1953; H 0.2004; H 0.3629; H 0.3578; H 0.2392; H 0.2314; H 0.1218; O -0.9369; H 0.4711; H 0.4662

Below is a 2-piece molecular cluster, C3H12N2S overall in a non-equilibrium geometry, with properties calculated with ωB97M-V/def2-TZVPD.

The calculation puts the calculated total energy at -17110.768 eV. The calculation puts the maximum force at 3.1 eV/Å. The energy above the lowest of the compared OMol25 structures with the same formula, charge and spin is 175.5 kJ/mol. The highest occupied orbital energy (spin up / spin down) is -0.4023 / -0.4023 Eh.

Geometry as ORCA input:
```
! RIJCOSX wB97M-V def2-TZVPD def2/J DEFGRID3
* xyz 1 2
C -1.366 -1.896 -4.870
C -1.773 -3.338 -4.593
S -0.727 -4.678 -5.205
H -1.309 -1.846 -5.974
H -0.374 -1.621 -4.486
H -2.068 -1.055 -4.755
H -1.849 -3.491 -3.483
H -2.731 -3.711 -4.970
H 0.450 -4.552 -4.534
N 0.076 3.266 4.284
C 1.343 2.522 4.453
N 2.458 3.112 5.192
H -0.413 3.276 5.178
H 0.384 4.190 3.995
H 1.080 1.495 4.728
H 1.678 2.530 3.367
H 3.013 2.340 5.574
H 2.130 3.456 6.101
*
```

The molecule's natural (NBO) atomic charges, reported in e, are given here: C -0.6453; C -0.5804; S 0.7264; H 0.2347; H 0.2471; H 0.2904; H 0.2985; H 0.2710; H 0.1578; N -0.8256; C -0.0598; N -0.8405; H 0.3486; H 0.3584; H 0.1582; H 0.1613; H 0.3551; H 0.3444

Below is a 2-piece molecular cluster, C3H12N3 overall, with properties calculated with ωB97M-V/def2-TZVPD.

The calculation puts the calculated total energy at -7769.230 eV. The calculation puts the maximum force at 0.9 eV/Å. The energy above the lowest of the compared OMol25 structures with the same formula, charge and spin is 135.2 kJ/mol. The highest occupied orbital energy is -0.4612 Eh.

Geometry as ORCA input:
```
! RIJCOSX wB97M-V def2-TZVPD def2/J DEFGRID3
* xyz 1 1
C -1.005 -2.082 2.676
N -0.176 0.714 0.462
C -0.819 -0.191 1.161
N -0.248 -1.053 1.966
H -0.509 -3.043 2.583
H -2.022 -2.098 2.299
H -1.050 -1.858 3.742
H 0.817 0.734 0.330
H -0.724 1.213 -0.221
H -1.894 -0.255 1.039
H 0.649 -0.797 2.339
C 1.197 0.626 -2.538
N 0.921 1.892 -3.229
H 0.308 0.044 -2.263
H 1.806 0.824 -1.653
H 1.804 -0.007 -3.181
H 0.717 1.670 -4.191
H 0.064 2.306 -2.899
*
```

The molecule's natural (NBO) atomic charges, reported in e, are given here: C -0.4167; N -0.7031; C 0.4024; N -0.4994; H 0.2404; H 0.2239; H 0.2309; H 0.4336; H 0.4331; H 0.2253; H 0.4240; C -0.4188; N -0.8125; H 0.1518; H 0.1599; H 0.2214; H 0.3628; H 0.3411

> What is the maximum force in the third record?

0.9 eV/Å

> Which value of maximum force does entry 2 give?

3.1 eV/Å

> What is the calculated total energy in the third record?

-7769.230 eV